No. 1
Formula: C4H13NO2
Source: the Open Molecules 2025 dataset
Level of theory: ωB97M-V with the def2-TZVPD basis set

Each line ends with the Löwdin charge.
Atoms and positions in Å:
N 1.7276 0.8710 0.4924  -0.106
C 0.7066 0.6445 1.4971  -0.238
C -0.0211 -0.6391 1.0610  -0.203
C 0.9893 -1.4046 0.2343  -0.161
C 2.1083 -0.3524 -0.2064  -0.177
H 2.4687 1.3050 1.0250  0.119
H -0.0045 1.4653 1.6261  0.109
H 1.1220 0.4685 2.4924  0.105
H -0.9680 -0.3589 0.5088  0.115
H -0.4195 -1.0536 2.0381  0.118
H 0.5015 -1.8992 -0.6009  0.097
H 1.4650 -2.1702 0.8442  0.097
H 2.1155 -0.2501 -1.3014  0.099
H 3.1478 -0.7353 -0.0795  0.112
H 1.2140 2.1810 -0.7312  -0.005
H 0.4153 2.7330 -1.8405  0.025
O 1.3486 2.5889 -1.6253  -0.107
H -5.9405 -2.6549 -0.9221  0.034
H -5.1954 -1.5999 -0.2693  0.031
O -5.7096 -1.7295 -1.0765  -0.065

Cartesian forces (eV/Å) of the 2 atoms listed first:
N 0.457 0.944 0.640
C -0.808 -0.968 0.223

The max |F| is 2.5 eV/Å. The SMILES is C1CCNC1.O.O. For the energy above the lowest of the compared OMol25 structures with the same formula, charge and spin, the calculation gives 23.10 kcal/mol. The frontier orbital gap is 0.3589 Ha. The spin multiplicity is 1. The value obtained for the lowest unoccupied orbital energy is 0.61 eV. The total energy is -365.4057 Ha.



No. 2
Formula: C27H23N3O5PPdS3
Source: the Open Molecules 2025 dataset
Level of theory: ωB97M-V with the def2-TZVPD basis set

Each line ends with the Löwdin charge.
Atoms and positions in Å:
Pd -1.6718 -0.5255 -1.0844  0.331
O -1.1249 0.3923 1.7261  -0.380
S -1.9093 -0.8103 2.0462  0.463
O -2.6965 -0.6880 3.2465  -0.306
O -2.6288 -1.3698 0.8885  -0.404
C -0.6190 -2.0047 2.3543  -0.254
C -0.5962 -2.6766 3.5624  -0.052
C 0.4587 -3.5283 3.8603  -0.074
C 1.4610 -3.7311 2.9286  -0.079
C 1.4080 -3.0906 1.6995  -0.090
C 0.3842 -2.1978 1.3969  -0.280
P 0.3275 -1.3982 -0.2678  1.014
C 0.7687 -2.8459 -1.3001  -0.362
C -0.2962 -3.6637 -1.6766  -0.098
C -0.0748 -4.7880 -2.4521  -0.075
C 1.2088 -5.0984 -2.8795  -0.090
C 2.2684 -4.2759 -2.5321  -0.085
C 2.0491 -3.1538 -1.7452  -0.090
C 1.7583 -0.2609 -0.3078  -0.316
C 1.4936 1.0060 -0.8333  -0.123
C 2.5008 1.9580 -0.9118  -0.081
C 3.7802 1.6603 -0.4656  -0.088
C 4.0484 0.4080 0.0672  -0.088
C 3.0433 -0.5434 0.1512  -0.095
H -1.4014 -2.5036 4.2609  0.109
H 0.4972 -4.0301 4.8171  0.102
H 2.2796 -4.4038 3.1477  0.101
H 2.1561 -3.3269 0.9536  0.092
H -1.3084 -3.4009 -1.3713  0.102
H -0.9099 -5.4116 -2.7411  0.104
H 1.3791 -5.9707 -3.4964  0.098
H 3.2679 -4.5007 -2.8804  0.099
H 2.8794 -2.5050 -1.5074  0.091
H 0.4966 1.2387 -1.1959  0.038
H 2.2860 2.9274 -1.3449  0.111
H 4.5681 2.3992 -0.5362  0.100
H 5.0442 0.1678 0.4173  0.100
H 3.2729 -1.5014 0.5966  0.089
S -0.8027 -0.2685 -3.1988  0.623
C -1.9903 0.8242 -3.8930  -0.726
C -1.5704 1.5517 -5.0465  -0.289
N -1.1970 2.1015 -5.9856  0.139
C -3.2498 0.8988 -3.4072  -0.753
S -3.7597 -0.0245 -2.0235  0.612
C -4.2502 1.6773 -4.0730  -0.276
N -5.0849 2.2643 -4.6022  0.149
O -2.8005 4.0932 -1.0010  0.022
C -1.8773 3.3995 -0.5922  -0.666
O -1.4581 2.2778 -0.9610  -0.086
C -1.0978 4.0050 0.6217  -0.175
N -0.2654 2.9321 1.2657  0.075
C -0.2021 3.1641 2.7413  -0.113
C -0.9844 4.4597 2.9634  -0.162
C -1.9535 4.4871 1.7819  -0.128
H -0.4250 4.7964 0.2771  0.157
H 0.6486 2.8423 0.8252  0.142
H -0.7389 2.0147 1.0575  0.109
H 0.8352 3.2125 3.0695  0.122
H -0.6815 2.3098 3.2164  0.115
H -0.3116 5.3192 2.9141  0.109
H -1.4767 4.4671 3.9346  0.110
H -2.3853 5.4628 1.5834  0.122
H -2.7696 3.7799 1.9414  0.136

Cartesian forces (eV/Å) of the 2 atoms listed first:
Pd -0.517 -0.988 -0.151
O -0.236 -0.201 -0.013

The max |F| is 1.1 eV/Å. For the energy above the lowest of the compared OMol25 structures with the same formula, charge and spin, the calculation gives 22.35 kcal/mol. Its total charge is -1. The frontier orbital gap is 0.2373 Ha. The spin multiplicity is 1. The value obtained for the lowest unoccupied orbital energy is 2.07 eV. The total energy is -3247.1064 Ha.



No. 3
Formula: C5H3ClS
Source: the Open Molecules 2025 dataset
Level of theory: ωB97M-V with the def2-TZVPD basis set

Each line ends with the Löwdin charge.
Atoms and positions in Å:
C 0.1714 0.8350 -0.9020  -0.624
C 1.0588 0.5490 0.1328  -0.131
C 0.5525 -0.5878 0.9066  -0.807
C -0.8683 -0.7713 0.4273  -0.115
C -0.9785 -0.1302 -0.7337  -0.090
H 1.8506 1.2250 0.4970  0.117
H -1.4144 -1.4219 1.1481  0.115
H -1.8302 -0.2478 -1.3531  0.094
S 1.2658 -1.4920 2.0355  0.776
Cl 0.1923 2.0421 -2.1585  0.665

Cartesian forces (eV/Å) of the 2 atoms listed first:
C 0.972 -1.452 1.780
C -0.091 2.085 -1.603

The max |F| is 2.6 eV/Å. The SMILES is S=C1C=CC(Cl)=C1. For the energy above the lowest of the compared OMol25 structures with the same formula, charge and spin, the calculation gives 17.03 kcal/mol. The frontier orbital gap is 0.2750 Ha. The spin multiplicity is 1. The value obtained for the lowest unoccupied orbital energy is -1.66 eV. The total energy is -1050.6268 Ha.



Q: Which formula does entry 3 have?
A: C5H3ClS



Repeat the first record exactly.
Formula: C4H13NO2
Source: the Open Molecules 2025 dataset
Level of theory: ωB97M-V with the def2-TZVPD basis set

Each line ends with the Löwdin charge.
Atoms and positions in Å:
N 1.7276 0.8710 0.4924  -0.106
C 0.7066 0.6445 1.4971  -0.238
C -0.0211 -0.6391 1.0610  -0.203
C 0.9893 -1.4046 0.2343  -0.161
C 2.1083 -0.3524 -0.2064  -0.177
H 2.4687 1.3050 1.0250  0.119
H -0.0045 1.4653 1.6261  0.109
H 1.1220 0.4685 2.4924  0.105
H -0.9680 -0.3589 0.5088  0.115
H -0.4195 -1.0536 2.0381  0.118
H 0.5015 -1.8992 -0.6009  0.097
H 1.4650 -2.1702 0.8442  0.097
H 2.1155 -0.2501 -1.3014  0.099
H 3.1478 -0.7353 -0.0795  0.112
H 1.2140 2.1810 -0.7312  -0.005
H 0.4153 2.7330 -1.8405  0.025
O 1.3486 2.5889 -1.6253  -0.107
H -5.9405 -2.6549 -0.9221  0.034
H -5.1954 -1.5999 -0.2693  0.031
O -5.7096 -1.7295 -1.0765  -0.065

Cartesian forces (eV/Å) of the 2 atoms listed first:
N 0.457 0.944 0.640
C -0.808 -0.968 0.223

The max |F| is 2.5 eV/Å. The SMILES is C1CCNC1.O.O. For the energy above the lowest of the compared OMol25 structures with the same formula, charge and spin, the calculation gives 23.10 kcal/mol. The frontier orbital gap is 0.3589 Ha. The spin multiplicity is 1. The value obtained for the lowest unoccupied orbital energy is 0.61 eV. The total energy is -365.4057 Ha.



Q: What is the frontier orbital gap in the first record?
A: 0.3589 Ha